Entry 1:
The following is a DFT calculation (ωB97M-V/def2-TZVPD) of a structure of composition C11H15AlN2O8S2.

Element x y z (Å)
H: -3.113 -3.604 0.612
H: 1.386 -3.620 2.610
C: 0.047 -2.616 1.298
H: -1.172 2.435 -2.309
H: -2.469 -5.432 2.158
H: -2.238 4.099 -0.817
C: -1.629 2.017 -1.408
O: 2.287 -1.532 1.997
C: -1.763 -4.647 1.924
O: 0.817 -0.134 0.710
O: 1.906 -2.024 -0.370
N: -0.508 4.454 1.101
Al: -0.371 0.787 -0.446
C: 3.041 2.445 -2.291
O: -3.127 -1.736 -0.786
S: 1.387 -1.505 0.883
H: 4.002 0.088 -1.960
S: -1.864 -1.312 -0.282
C: -0.501 -4.642 2.490
C: 2.325 1.198 -1.858
C: -2.128 -3.629 1.054
C: 0.397 -3.631 2.175
H: -0.204 -5.423 3.177
C: -1.233 -2.618 0.741
H: 0.227 4.509 1.787
C: -1.940 3.130 -0.405
C: -0.764 3.284 0.516
H: 3.398 2.961 -1.398
H: -2.555 1.526 -1.709
H: 3.895 2.227 -2.929
O: -1.869 -0.099 0.584
N: 3.016 0.080 -1.766
O: -0.822 -0.973 -1.294
H: 2.344 3.096 -2.810
O: 1.104 1.263 -1.608
H: -2.752 2.806 0.258
H: 2.597 -0.763 -1.347
H: -1.122 5.237 0.964
O: -0.036 2.300 0.754

Output
- E_HOMO: -8.98 eV
- Frontier orbital gap: 9.29 eV

Löwdin population analysis, charges in e, atoms 1 to 5:
1. H 0.113
2. H 0.115
3. C -0.203
4. H 0.066
5. H 0.109



Entry 2:
The following is a DFT calculation (ωB97M-V/def2-TZVPD) of a cluster of 2 separate species, C11H17FNO7P4 in total in a non-equilibrium geometry.

Element x y z (Å)
O: -4.831 -3.168 1.360
C: 0.308 -0.075 0.569
P: -4.655 -3.143 -0.209
H: -1.411 1.676 -1.470
F: 2.060 -3.181 -1.014
H: -4.211 0.773 -0.378
C: 2.800 2.863 1.080
H: 5.639 4.485 0.209
P: -1.439 -1.663 -0.937
N: 0.307 -3.388 -2.390
H: -4.332 -2.504 1.853
H: 1.929 -0.544 -0.754
C: -0.139 -2.019 -2.290
C: 2.447 3.613 2.194
P: -2.762 0.018 -1.769
O: -5.393 -4.215 -0.864
C: 1.153 0.166 -0.470
H: 1.549 3.372 2.751
C: 3.247 4.672 2.597
H: 5.018 5.811 2.196
H: 2.179 2.035 0.763
O: -5.084 -1.693 -0.721
H: -0.257 -2.156 1.125
O: -1.674 1.106 -2.211
O: -3.268 0.561 -0.327
P: -2.557 -3.545 -0.748
C: -0.656 -1.241 0.662
H: -1.484 -0.926 1.302
H: 0.336 0.574 1.445
C: 4.745 4.238 0.766
H: -1.982 -4.052 0.430
H: 4.226 2.588 -0.502
C: 4.395 4.984 1.883
C: 3.949 3.174 0.366
H: -0.495 -3.992 -2.571
H: 1.116 1.070 -1.072
H: -5.508 -1.810 -1.587
O: 0.572 -4.725 -0.525
O: 0.243 -1.134 -2.977
C: 0.945 -3.859 -1.235
H: 2.976 5.254 3.468

Output
- Charge: +1
- E_HOMO: -11.36 eV
- Frontier orbital gap: 6.83 eV

Löwdin population analysis, charges in e, atoms 1 to 5:
1. O -0.114
2. C -0.193
3. P 0.182
4. H 0.079
5. F 0.163



Entry 3:
The following is a DFT calculation (ωB97M-V/def2-TZVPD) of a structure of composition C35H41Br3N8O2 in a non-equilibrium geometry.

Element x y z (Å)
H: -1.169 -2.890 -0.787
H: 1.293 0.646 -1.571
H: 0.109 -2.198 1.208
O: 1.357 3.664 -2.380
H: 1.627 1.058 -5.893
C: 5.363 0.422 -0.263
N: 1.154 -0.196 -4.210
C: -2.743 1.619 1.833
C: 2.019 1.861 2.108
N: -3.400 -0.231 0.787
H: -3.828 -5.213 5.770
C: 2.195 2.899 1.232
C: 6.033 2.092 -1.535
H: -1.426 -4.216 -3.090
C: 0.297 -0.691 -6.157
H: -0.572 0.084 -0.050
N: 2.878 3.912 1.869
Br: 0.991 -3.846 4.938
H: -5.049 -3.032 5.640
H: -0.300 7.029 -2.712
C: 3.202 3.526 3.118
C: -4.262 0.744 0.412
C: -2.453 4.237 -1.089
C: 0.749 -1.626 0.560
C: -2.374 -3.371 3.734
H: -4.618 2.737 1.028
H: 0.626 -1.995 -3.106
C: -4.130 -3.242 5.126
C: -2.668 -4.282 -0.076
H: -2.897 -4.105 0.961
C: 0.536 -1.419 -4.012
Br: 3.319 -4.549 2.934
C: -0.901 6.254 -2.265
H: 3.933 1.550 0.729
H: 3.312 -0.774 -1.291
H: 0.957 -4.186 2.491
C: -0.075 -1.720 -5.178
C: -2.220 6.488 -2.023
H: 3.780 4.111 3.807
Br: 0.828 -6.507 3.216
H: -3.032 3.468 -0.600
H: -1.818 -0.404 2.181
H: 1.786 0.224 -3.571
H: 0.022 -0.756 -7.197
H: 3.077 4.790 1.445
H: 6.562 2.736 -2.218
H: -2.213 2.318 2.466
C: -3.404 -2.527 4.267
C: -2.888 -5.449 -1.986
C: 1.052 0.229 -5.522
N: -3.327 -5.303 -0.684
C: 6.173 0.714 -1.293
H: -2.626 7.484 -2.145
H: -1.838 -5.416 4.371
N: 0.991 4.793 -2.288
C: -0.388 5.012 -1.956
C: 0.305 -0.534 -0.143
C: 1.458 -4.705 3.286
C: -2.436 0.284 1.635
N: -3.521 -4.460 5.194
C: 5.054 2.547 -0.752
H: -3.530 -1.483 4.053
C: -1.899 -4.485 -2.153
H: 1.341 1.042 1.938
C: -3.987 1.874 1.162
H: 5.206 -0.402 0.412
C: -2.371 -4.487 4.437
C: 2.702 2.254 3.305
H: -3.974 -5.871 -0.177
C: 2.019 -1.961 0.041
C: -3.029 5.452 -1.525
O: 1.695 5.760 -2.448
H: -4.088 5.667 -1.395
H: 2.701 1.733 4.249
H: -3.378 -6.154 -2.625
N: 1.297 -0.133 -0.950
C: -1.118 4.009 -1.357
C: 2.371 -0.982 -0.818
H: 4.578 3.506 -0.718
N: 4.605 1.505 -0.029
H: -3.320 -1.127 0.341
H: -0.619 -2.614 -5.438
C: -1.770 -3.763 -0.947
H: -1.636 -2.991 3.048
H: 1.849 3.085 0.230
H: -4.945 0.570 -0.400
H: 2.627 -2.832 0.218
H: 6.896 0.063 -1.747
H: -0.684 3.076 -1.010

Output
- E_HOMO: -8.05 eV
- Frontier orbital gap: 7.50 eV

Löwdin population analysis, charges in e, atoms 1 to 5:
1. H 0.062
2. H 0.122
3. H 0.073
4. O 0.072
5. H 0.107



Question: Which of these has the highest frontier orbital gap?
Answer: C11H15AlN2O8S2



Question: What is the formula in the third record?
Answer: C35H41Br3N8O2



Question: E_HOMO of number 3 (C35H41Br3N8O2)?
Answer: -8.05 eV



Question: Among the records above, which one has the highest frontier orbital gap?
Answer: C11H15AlN2O8S2